# 1
The following is a quantum chemistry calculation of a 2-piece molecular cluster, C3H10OS2 overall at a distorted geometry, from the Open Molecules 2025 dataset.

Structure (ORCA input):
```
! wB97M-V def2-TZVPD RIJCOSX def2/J DEFGRID3
* xyz 0 1
C -0.15487 0.13017 -2.40311
C -1.15098 -0.45060 -1.41728
S -1.56356 0.46084 0.09494
S -0.07205 1.82229 0.39970
C 1.28019 1.05725 1.31806
H 0.80016 -0.39053 -2.32111
H 0.10694 1.14822 -2.14425
H -0.49719 0.11811 -3.43561
H -2.13308 -0.61455 -1.86643
H -0.89832 -1.48423 -1.15270
H 0.99624 0.97560 2.34874
H 1.57245 0.07407 0.93287
H 2.19072 1.66680 1.24033
H -0.94496 -1.58025 2.77332
H 0.55593 -1.77474 3.00136
O -0.08763 -1.15844 2.63116
*
```

Calculated values
molar mass: 126.2 Da
LUMO: 0.597 eV
energy relative to the best compared isomer or geometry (same formula, charge and spin): 8.34 kcal/mol
largest force on an atom: 1.31 eV/A
structure (SMILES): CCSSC.O

Mulliken population analysis, charges in e, atoms 1 to 8:
1. C -0.938
2. C -0.432
3. S -0.123
4. S -0.144
5. C -0.728
6. H 0.279
7. H 0.272
8. H 0.300

# 2
The following is a quantum chemistry calculation of a 4-piece molecular cluster, C31H38IO6 overall at a distorted geometry, from the Open Molecules 2025 dataset.

Structure (ORCA input):
```
! wB97M-V def2-TZVPD RIJCOSX def2/J DEFGRID3
* xyz -1 1
C 4.80792 -2.44278 1.72746
C 4.54734 -1.89204 0.30010
C 3.73619 -0.56768 0.26118
C 2.20763 -0.77314 0.58415
C 1.30029 -0.20516 -0.54642
C 0.02047 0.52684 -0.03646
C -0.77071 -0.23662 1.06181
C -2.26801 0.27698 1.01276
C -3.21538 -0.73368 0.29528
C -4.65191 -0.76691 0.91618
C -5.38178 -2.05629 0.36316
C -6.94113 -1.88403 0.48396
C -7.64620 -2.78854 -0.57354
I -8.01478 -4.76571 0.38557
H 4.01354 -3.13555 2.05174
H 4.99470 -1.66250 2.47993
H 5.73194 -3.05654 1.68298
H 5.49516 -1.69669 -0.24129
H 4.01652 -2.63769 -0.32421
H 3.82657 -0.17768 -0.77470
H 4.17545 0.22256 0.89711
H 1.93453 -0.27673 1.53136
H 2.07260 -1.86276 0.71484
H 1.89251 0.53505 -1.12568
H 1.00098 -0.96788 -1.29204
H -0.63933 0.66691 -0.91237
H 0.32566 1.51826 0.34033
H -0.42589 -0.00132 2.08770
H -0.73092 -1.33294 0.95805
H -2.64779 0.48600 2.03082
H -2.23650 1.25123 0.48505
H -2.79839 -1.74629 0.46374
H -3.25752 -0.57027 -0.79825
H -4.51196 -0.90027 2.00291
H -5.23858 0.13375 0.67134
H -5.02582 -2.90435 0.97304
H -5.06628 -2.16983 -0.68929
H -7.18360 -2.14743 1.53346
H -7.13709 -0.80664 0.30709
H -8.68492 -2.41728 -0.76226
C 8.28203 1.81921 -0.97696
C 9.41316 1.68220 -1.66638
C 10.27593 0.49169 -1.49420
O 11.30822 0.36586 -2.11993
C 9.83314 -0.54080 -0.52928
C 8.70133 -0.40322 0.15966
C 7.83992 0.78800 -0.01317
O 6.80737 0.91382 0.61045
H 7.63886 2.68334 -1.08862
H 9.75108 2.42660 -2.37629
H 10.47657 -1.40424 -0.41812
H 8.36089 -1.14689 0.86950
C -10.36898 -2.34332 2.77401
C -11.68899 -2.22131 2.62269
C -12.42430 -1.06684 3.17756
O -13.62942 -0.95469 3.04161
C -11.64141 -0.04603 3.90904
C -10.32388 -0.16461 4.06365
C -9.58602 -1.32244 3.50813
O -8.38679 -1.42574 3.65628
H -9.81960 -3.18688 2.36934
H -12.27790 -2.95625 2.08923
H -12.19749 0.79326 4.30808
H -9.73572 0.57125 4.59792
C 4.37924 3.04482 -4.01419
C 5.42634 3.30719 -3.23393
C 6.27379 4.49877 -3.46036
O 7.23045 4.73777 -2.74907
C 5.91462 5.38991 -4.58580
C 4.86811 5.12856 -5.36710
C 4.01976 3.93624 -5.14043
O 3.06650 3.69968 -5.85054
H 3.74812 2.17802 -3.86407
H 5.70327 2.66805 -2.40520
H 6.54588 6.25661 -4.73492
H 4.59040 5.76802 -6.19519
*
```

Calculated values
molar mass: 633.5 Da
LUMO: -0.759 eV
largest force on an atom: 1.79 eV/A

Mulliken population analysis, charges in e, atoms 1 to 8:
1. C -1.188
2. C -0.626
3. C -0.393
4. C -0.252
5. C -0.615
6. C -0.807
7. C -0.455
8. C -0.816

# 3
The following is a quantum chemistry calculation of a 2-piece molecular cluster, C2H7PS2 overall at a distorted geometry, from the Open Molecules 2025 dataset.

Structure (ORCA input):
```
! wB97M-V def2-TZVPD RIJCOSX def2/J DEFGRID3
* xyz 0 1
C -0.76240 2.15366 1.06135
C 1.49611 -1.58562 -2.14131
P -0.80877 -0.96088 1.60927
S 2.24821 -0.23433 -1.59665
S -0.91087 0.58453 0.08400
H 0.34945 2.26691 1.10134
H -1.06112 1.80873 1.97031
H -1.22945 3.00363 0.76106
H 1.65248 -2.02474 -3.10456
H 0.84538 -2.09664 -1.42357
H 0.08976 -1.57074 0.75405
H -1.90879 -1.34450 0.92471
*
```

Calculated values
molar mass: 126.2 Da
LUMO: -0.417 eV
energy relative to the best compared isomer or geometry (same formula, charge and spin): 64.06 kcal/mol
largest force on an atom: 5.16 eV/A
structure (SMILES): C=S.CSP

Mulliken population analysis, charges in e, atoms 1 to 8:
1. C -0.795
2. C -0.307
3. P -0.027
4. S -0.129
5. S -0.132
6. H 0.234
7. H 0.265
8. H 0.359

# 4
The following is a quantum chemistry calculation of one molecule with the formula C3H5N3 at a distorted geometry, from the Open Molecules 2025 dataset.

Structure (ORCA input):
```
! wB97M-V def2-TZVPD RIJCOSX def2/J DEFGRID3
* xyz 0 1
N 0.51791 1.77300 0.58865
C -0.04138 0.62255 0.06445
N -1.28200 0.28289 0.23715
N -1.31401 -1.10511 -0.02503
C 0.02132 -1.59545 -0.08536
C 0.75977 -0.50489 -0.44053
H 1.37619 2.10432 0.17931
H -0.11934 2.50555 0.87405
H -1.76321 -1.27597 -0.93959
H 0.23663 -2.38451 0.65436
H 1.60811 -0.42238 -1.10747
*
```

Calculated values
molar mass: 83.1 Da
LUMO: 0.286 eV
energy relative to the best compared isomer or geometry (same formula, charge and spin): 75.61 kcal/mol
largest force on an atom: 2.02 eV/A
structure (SMILES): Nc1cc[nH]n1

Mulliken population analysis, charges in e, atoms 1 to 8:
1. N -0.440
2. C 0.610
3. N -0.609
4. N -0.167
5. C -0.490
6. C -0.298
7. H 0.226
8. H 0.249

# 5
The following is a quantum chemistry calculation of a 9-piece molecular cluster, C15H40B2F20N5O5P2 overall at a distorted geometry, from the Open Molecules 2025 dataset.

Structure (ORCA input):
```
! wB97M-V def2-TZVPD RIJCOSX def2/J DEFGRID3
* xyz 1 1
C -3.24915 2.46159 1.89873
C -4.52431 1.68246 1.82007
O -5.33130 1.52686 2.66894
N -4.88086 1.09112 0.46094
H -4.18222 1.33072 -0.25524
H -4.91438 0.07741 0.54335
C -6.22465 1.60063 0.00251
H -2.55729 1.88732 2.51410
H -3.43989 3.45588 2.28885
H -2.78446 2.53418 0.91226
H -6.48029 1.08541 -0.91388
H -6.16206 2.67545 -0.09722
H -6.91890 1.35418 0.80262
C -0.81698 -4.43903 0.57634
C -2.17777 -4.41945 -0.02259
O -2.84279 -5.34524 -0.32747
N -2.67725 -3.05054 -0.45204
H -3.55194 -2.82364 0.02547
H -2.02161 -2.31011 -0.15018
C -2.86007 -2.98407 -1.93763
H -0.09779 -4.14242 -0.19208
H -0.58814 -5.46046 0.86906
H -0.68426 -3.79873 1.45011
H -1.88310 -3.19519 -2.36992
H -3.12274 -1.96299 -2.19988
H -3.53195 -3.77563 -2.24427
C 1.96339 2.61669 -3.10116
C 0.64732 2.52186 -3.80780
O 0.22855 3.28706 -4.60134
N -0.33625 1.54629 -3.18542
H 0.09525 1.09631 -2.36688
H -1.16508 2.08261 -2.89599
C -0.74784 0.53574 -4.21627
H 2.75867 2.78922 -3.82232
H 2.17610 1.75611 -2.46801
H 1.88044 3.49477 -2.45434
H -1.67760 0.90318 -4.64277
H -1.01515 -0.37611 -3.68695
H 0.05046 0.35906 -4.92499
C 2.93347 1.59832 1.39340
C 2.06564 1.60411 2.59787
O 2.26728 2.28072 3.54467
N 0.90542 0.66686 2.60092
H 0.38437 0.78278 1.72483
H 1.27508 -0.29644 2.65396
C -0.04662 0.91793 3.72102
H 3.82016 2.20171 1.54675
H 2.32089 1.81095 0.51845
H 3.38189 0.59740 1.27264
H -0.22364 1.98763 3.78509
H 0.42275 0.62193 4.65420
H -0.90904 0.29839 3.49855
C 3.18819 -3.02164 -0.03073
C 4.32574 -3.13874 -0.96744
O 4.60127 -3.99065 -1.72728
N 5.41391 -2.07746 -0.66639
H 5.21621 -1.15551 -1.06973
H 5.38540 -1.87961 0.34512
C 6.78405 -2.52324 -1.04727
H 2.84679 -1.98598 0.04478
H 3.56854 -3.33649 0.94356
H 2.33660 -3.59320 -0.37980
H 6.84021 -2.78108 -2.09566
H 7.08934 -3.32678 -0.38379
H 7.48127 -1.70912 -0.84355
P 2.97609 -2.20879 3.71831
F 1.66081 -2.09955 2.70393
F 2.80775 -0.62823 4.07627
F 1.91927 -2.56785 4.89150
F 4.19827 -2.33058 4.72727
F 3.15849 -3.74833 3.30252
F 3.89587 -1.74673 2.44734
P -0.10706 4.37171 0.47089
F -0.78342 4.39244 1.96252
F 0.03170 5.97063 0.50847
F 1.33811 4.22678 1.18776
F 0.57448 4.38587 -0.99407
F -0.21009 2.74372 0.43987
F -1.59594 4.47216 -0.12487
B -0.28439 -0.73847 -0.47938
F -1.62967 -0.51996 -0.09133
F -0.24022 -1.53292 -1.63636
F 0.35781 0.50834 -0.73037
F 0.38059 -1.35911 0.57360
B -3.72498 2.05150 -2.41922
F -4.69130 2.87294 -1.86777
F -2.62313 2.02892 -1.52556
F -4.22764 0.73547 -2.62156
F -3.20867 2.49873 -3.65059
*
```

Calculated values
molar mass: 834.0 Da
LUMO: -3.401 eV
energy relative to the best compared isomer or geometry (same formula, charge and spin): 0.00 kcal/mol
largest force on an atom: 2.30 eV/A

Mulliken population analysis, charges in e, atoms 1 to 8:
1. C 0.272
2. C 0.360
3. O -0.481
4. N 0.490
5. H -0.292
6. H 0.266
7. C -0.869
8. H -0.139

# 6
The following is a quantum chemistry calculation of C7H10B2BeBrClF12Mg2N2O6S as an isolated structure at a distorted geometry, from the Open Molecules 2025 dataset.

Structure (ORCA input):
```
! wB97M-V def2-TZVPD RIJCOSX def2/J DEFGRID3
* xyz 0 1
O 1.80805 -1.73876 -1.90229
C 2.25237 -1.47038 -0.82075
O 2.58511 -2.47095 0.04544
C 2.40872 -0.01724 -0.40097
C 1.34133 0.33867 0.68715
C 0.02456 -0.24150 0.29856
N -0.60812 -1.07884 1.10803
C -1.80166 -1.41634 0.50381
C -1.84467 -0.79200 -0.67589
N -0.66899 -0.05724 -0.80069
H 1.87627 -2.55351 0.72422
H 2.14201 0.55780 -1.28117
H 3.40387 0.19786 -0.03010
H 1.21976 1.41742 0.74891
H 1.66729 -0.06264 1.64100
H -0.23636 -1.38188 2.01112
H -2.53566 -2.05964 0.95057
H -2.66711 -0.84901 -1.40046
H -0.40684 0.54604 -1.56709
B -3.12660 0.19514 2.95010
F -3.85889 -0.32240 1.85161
F -2.34379 -0.85949 3.47791
F -2.23816 1.19206 2.48822
F -3.97590 0.70092 3.91429
Be -2.48167 0.11692 -3.01885
B 4.35748 -4.12582 -1.95684
F 3.01085 -4.23075 -2.14322
F 4.98545 -4.22772 -3.43473
F 4.70929 -2.87715 -1.51107
F 4.89031 -5.12458 -1.26307
Br 4.42868 -3.26617 -4.86502
Mg 0.17786 -3.55766 1.53567
C -2.16230 4.90217 2.60832
F -3.35096 5.46415 2.74085
F -1.20053 5.87288 2.86781
F -2.04878 3.95842 3.50099
S -1.90559 4.26047 0.91716
O -2.00759 5.48763 0.04205
O -2.92182 3.29808 0.76861
O -0.53129 3.76665 0.94105
O -2.52980 -0.25326 -5.89923
H -1.98768 -1.03699 -5.70900
F 4.71401 -5.99829 0.82994
Mg -0.19257 6.45249 0.41524
Cl -2.37000 3.34447 -1.88818
*
```

Calculated values
molar mass: 672.8 Da
LUMO: -5.717 eV
largest force on an atom: 3.84 eV/A

Mulliken population analysis, charges in e, atoms 1 to 8:
1. O -0.535
2. C 0.876
3. O -0.069
4. C -0.850
5. C -0.412
6. C -0.848
7. N 0.664
8. C -1.059